# 1
This record from the Open Molecules 2025 dataset describes a 3-piece molecular cluster, C5H14N2O overall at a distorted geometry. The level of theory is the ωB97M-V functional and the def2-TZVPD basis.

Computed properties:
* lowest unoccupied orbital energy (alpha / beta): 0.77 / 0.75 eV
* HOMO energy (alpha / beta): -7.07 / -7.34 eV
* HOMO-LUMO gap (alpha / beta): 7.8410 / 8.0908 eV
* energy relative to the best compared isomer or geometry (same formula, charge and spin): 151.7 kcal per mole

```
22
Properties=species:S:1:pos:R:3:nbo_charge:R:1
C 0.564 0.391 0.824 0.3954
C 2.218 1.080 -0.330 -0.3970
C -2.068 -1.403 0.350 -0.4526
C -2.709 0.875 0.029 -0.4365
C 2.922 -0.109 -0.911 -0.6603
N -1.746 -0.025 0.611 -0.3864
N -0.047 0.481 -0.349 -0.5165
O 0.941 -0.735 1.462 -0.6796
H 0.939 -1.485 0.851 0.4735
H 0.053 -0.367 -0.907 0.3415
H 0.426 1.205 1.527 0.1947
H 1.913 1.845 -1.034 0.2002
H 2.685 1.516 0.549 0.1942
H -3.038 -1.675 0.796 0.2021
H -2.873 0.710 -1.050 0.1631
H -1.324 -2.063 0.811 0.1861
H -2.141 -1.652 -0.727 0.1608
H -3.686 0.767 0.526 0.1896
H -2.383 1.906 0.172 0.2028
H 2.369 -0.531 -1.754 0.1968
H 3.918 0.162 -1.282 0.2233
H 3.067 -0.894 -0.165 0.2046
```

# 2
This record from the Open Molecules 2025 dataset describes C7H13NO as an isolated structure at a distorted geometry. The level of theory is the ωB97M-V functional and the def2-TZVPD basis.

Computed properties:
* lowest unoccupied orbital energy: 0.96 eV
* HOMO energy: -7.78 eV
* HOMO-LUMO gap: 8.7334 eV
* energy relative to the best compared isomer or geometry (same formula, charge and spin): 121.5 kcal per mole

```
22
Properties=species:S:1:pos:R:3:nbo_charge:R:1
C -0.824 -0.352 0.418 -0.2244
C 1.462 -0.660 1.504 -0.6737
C -1.798 -1.198 -0.350 -0.6335
C -1.315 1.959 -0.620 -0.6419
C 0.608 -0.707 0.262 0.2492
C -0.102 1.125 -0.258 0.0524
C 1.051 1.779 -0.394 -0.4127
O 1.993 -2.304 -0.561 -0.5918
N 0.895 -1.459 -0.788 -0.2366
H 2.061 -2.799 -1.387 0.4755
H -1.160 0.011 1.387 0.2340
H 1.259 0.257 2.055 0.2206
H 2.518 -0.693 1.245 0.2349
H 1.225 -1.516 2.135 0.2349
H -2.820 -0.939 -0.070 0.2118
H -1.731 -1.041 -1.428 0.2334
H -1.577 -2.260 -0.228 0.2382
H -1.882 2.186 0.286 0.2049
H -1.071 2.931 -1.043 0.2045
H -1.945 1.466 -1.358 0.2149
H 1.116 2.851 -0.506 0.2068
H 2.040 1.364 -0.300 0.1986
```

# 3
This record from the Open Molecules 2025 dataset describes a single C5H6N2 molecule. The level of theory is the ωB97M-V functional and the def2-TZVPD basis.

Computed properties:
* lowest unoccupied orbital energy: 0.93 eV
* HOMO energy: -9.67 eV
* HOMO-LUMO gap: 10.6042 eV
* energy relative to the best compared isomer or geometry (same formula, charge and spin): 104.0 kcal per mole

```
13
Properties=species:S:1:pos:R:3:nbo_charge:R:1
C 0.402 1.676 0.614 0.0659
N 0.131 1.732 1.838 -0.3031
C 0.509 0.376 1.210 -0.1422
C -0.527 -0.619 0.721 -0.4616
C -0.071 -1.061 -0.681 -0.1310
C -0.279 -0.323 -1.909 0.0417
N 0.866 -0.123 -1.444 -0.3070
H 0.253 2.206 -0.316 0.2129
H 1.474 -0.041 1.499 0.1930
H -1.511 -0.130 0.703 0.2152
H -0.618 -1.506 1.358 0.2207
H 0.207 -2.108 -0.786 0.1843
H -0.837 -0.078 -2.805 0.2111
```

# 4
This record from the Open Molecules 2025 dataset describes a 2-piece molecular cluster, C5H16NO overall at a distorted geometry. The level of theory is the ωB97M-V functional and the def2-TZVPD basis.

Computed properties:
* lowest unoccupied orbital energy: -3.30 eV
* HOMO energy: -14.52 eV
* total charge: +1
* HOMO-LUMO gap: 11.2196 eV
* energy relative to the best compared isomer or geometry (same formula, charge and spin): 49.7 kcal per mole

```
23
Properties=species:S:1:pos:R:3:nbo_charge:R:1
C 1.350 1.205 -0.410 -0.1887
C 0.802 0.124 -1.260 -0.4800
C -0.739 0.045 -1.389 -0.2192
C -1.219 -1.178 -2.122 -0.6441
C -1.419 0.345 -0.054 -0.6530
N 1.510 0.629 1.134 -0.7528
H 0.550 2.007 -0.402 0.2527
H 2.419 1.360 -0.565 0.2363
H 1.307 -0.955 -1.134 0.2340
H 1.128 0.297 -2.329 0.2672
H -1.064 0.950 -1.980 0.2120
H -1.448 -2.113 -1.741 0.2385
H -0.843 -1.144 -3.119 0.2313
H -2.277 -0.949 -2.441 0.2323
H -2.359 0.873 -0.268 0.2439
H -1.787 -0.566 0.444 0.2248
H -0.977 0.918 0.742 0.1877
H 0.655 0.010 1.225 0.4838
H 2.414 0.161 1.202 0.4390
H 1.412 1.385 1.881 0.4441
H -0.796 -1.708 3.213 0.5084
H 0.211 -0.611 3.841 0.4900
O -0.241 -0.936 3.087 -0.9882
```

# 5
This record from the Open Molecules 2025 dataset describes C14H24BiN4O5 as an isolated structure at a distorted geometry. The level of theory is the ωB97M-V functional and the def2-TZVPD basis.

Computed properties:
* lowest unoccupied orbital energy (alpha / beta): -4.12 / -4.11 eV
* HOMO energy (alpha / beta): -11.45 / -11.42 eV
* total charge: +1
* HOMO-LUMO gap (alpha / beta): 7.3259 / 7.3126 eV

```
48
Properties=species:S:1:pos:R:3:nbo_charge:R:1
O 0.769 -3.247 -1.791 -0.9533
H 1.369 -3.968 -1.715 0.4772
Bi 0.325 -0.691 0.408 1.8082
N 1.884 0.619 1.528 -0.3250
N 2.468 -0.788 -0.607 -0.1452
O 1.494 1.588 2.540 -0.5726
O 2.715 -0.989 -1.919 -0.5995
C 3.076 0.853 0.940 0.2663
C 3.455 0.009 -0.108 0.0958
C 3.944 1.966 1.330 -0.6977
C 4.690 -0.007 -0.911 -0.6825
H 3.603 2.388 2.287 0.2501
H 3.931 2.699 0.497 0.2564
H 4.962 1.554 1.438 0.2730
H 4.583 -0.696 -1.777 0.2970
H 5.434 -0.402 -0.208 0.2349
H 4.914 1.016 -1.259 0.2327
H 1.690 2.392 2.023 0.4724
H 1.482 -2.660 -1.560 0.4758
O 0.049 0.004 -2.212 -0.9804
H -0.038 0.976 -2.316 0.5011
H 0.962 -0.277 -2.479 0.5263
C 0.989 -2.644 1.214 -1.1260
H -0.029 -2.773 1.578 0.2151
H 1.790 -2.266 1.794 0.2331
H 1.205 -3.701 0.871 0.2750
O 0.608 1.185 5.045 -0.9493
H 0.710 1.656 4.180 0.4781
H -0.265 0.780 5.077 0.4662
N -1.524 -1.831 -1.032 -0.8787
C -2.704 -1.038 -1.194 0.1239
C -3.589 -1.348 -2.196 -0.1855
C -4.706 -0.530 -2.402 -0.1872
C -4.927 0.616 -1.660 -0.1912
C -4.012 0.996 -0.655 -0.0113
C -4.171 2.178 0.085 -0.1150
C -3.209 2.500 1.015 -0.2628
C -2.126 1.636 1.219 0.0618
N -1.994 0.480 0.553 -0.5086
C -2.891 0.134 -0.414 0.1278
H -1.722 -2.819 -0.882 0.4098
H -0.973 -1.830 -1.897 0.4365
H -3.368 -2.218 -2.808 0.2329
H -5.395 -0.812 -3.186 0.2337
H -5.796 1.248 -1.872 0.2308
H -5.042 2.800 -0.112 0.2357
H -3.283 3.407 1.600 0.2393
H -1.339 1.853 1.951 0.2046
```

# 6
This record from the Open Molecules 2025 dataset describes a single C5H8O molecule. The level of theory is the ωB97M-V functional and the def2-TZVPD basis.

Computed properties:
* lowest unoccupied orbital energy: 1.04 eV
* HOMO energy: -9.47 eV
* HOMO-LUMO gap: 10.5083 eV
* energy relative to the best compared isomer or geometry (same formula, charge and spin): 76.1 kcal per mole

```
14
Properties=species:S:1:pos:R:3:nbo_charge:R:1
C -2.294 -0.806 1.289 -0.6845
C -1.590 -0.357 0.096 0.0374
C -0.737 0.263 -0.491 -0.0844
C 0.457 1.094 -0.210 -0.1199
O 1.583 0.304 0.055 -0.5187
C 2.140 -0.214 -1.124 -0.2555
H -2.669 0.088 1.800 0.2338
H -3.108 -1.510 1.142 0.2336
H -1.532 -1.254 1.935 0.2389
H 0.200 1.567 0.744 0.2058
H 0.664 1.876 -0.950 0.1794
H 2.456 0.606 -1.785 0.1628
H 3.007 -0.810 -0.835 0.1948
H 1.422 -0.847 -1.666 0.1766
```

# 7
This record from the Open Molecules 2025 dataset describes ClH8LiO4 as an isolated structure at a distorted geometry. The level of theory is the ωB97M-V functional and the def2-TZVPD basis.

Computed properties:
* lowest unoccupied orbital energy: -1.65 eV
* HOMO energy: -9.55 eV
* HOMO-LUMO gap: 7.8919 eV
* energy relative to the best compared isomer or geometry (same formula, charge and spin): 135.0 kcal per mole

```
14
Properties=species:S:1:pos:R:3:nbo_charge:R:1
Li 0.861 -0.921 2.209 0.9533
Cl 0.371 -0.484 0.594 -0.7061
O -1.666 0.972 -0.168 -0.9265
H -2.187 0.864 0.629 0.4432
H -0.970 0.320 -0.090 0.4220
O 1.131 0.872 -1.717 -0.9097
H 1.089 0.613 -0.796 0.4207
H 0.762 0.128 -2.193 0.4573
O 0.532 2.088 0.226 -0.9028
H 0.782 1.171 0.331 0.3908
H 0.152 2.332 1.070 0.4464
O -0.562 -2.726 -0.297 -0.9453
H -0.257 -1.871 0.007 0.4122
H -0.037 -3.357 0.195 0.4445
```

# 8
This record from the Open Molecules 2025 dataset describes a single C20H24N2O4 molecule. The level of theory is the ωB97M-V functional and the def2-TZVPD basis.

Computed properties:
* lowest unoccupied orbital energy: 0.67 eV
* HOMO energy: -8.05 eV
* HOMO-LUMO gap: 8.7284 eV
* energy relative to the best compared isomer or geometry (same formula, charge and spin): 31.5 kcal per mole

```
50
Properties=species:S:1:pos:R:3:nbo_charge:R:1
C -5.312 -0.324 -1.280 -0.2519
O -4.343 0.178 -0.392 -0.5153
C -3.478 -0.709 0.197 0.2270
C -3.665 -2.085 0.169 -0.2596
C -2.798 -2.945 0.819 -0.2185
C -1.725 -2.437 1.522 -0.2156
C -1.516 -1.072 1.542 -0.2629
C -2.362 -0.193 0.876 0.3297
O -2.020 1.129 1.003 -0.5345
C -2.386 2.092 0.035 -0.0721
C -1.928 1.738 -1.389 -0.2623
N -0.563 1.272 -1.397 -0.6376
C -0.294 -0.041 -1.529 0.6865
O -1.127 -0.856 -1.881 -0.6459
C 1.144 -0.489 -1.287 -0.4925
C 2.064 0.433 -0.476 -0.0977
N 1.532 0.730 0.842 -0.6178
C 1.094 1.953 1.201 0.7069
C 0.674 2.084 2.642 -0.7167
O 1.016 2.870 0.399 -0.6680
C 3.430 -0.204 -0.342 0.0603
C 3.596 -1.382 0.378 -0.2406
C 4.846 -1.962 0.499 -0.2022
C 5.946 -1.375 -0.101 -0.2139
C 5.790 -0.204 -0.822 -0.2020
C 4.540 0.378 -0.939 -0.2211
H -6.076 -0.909 -0.757 0.1754
H -4.856 -0.934 -2.065 0.1870
H -5.780 0.553 -1.727 0.1979
H -4.504 -2.501 -0.365 0.2172
H -2.972 -4.009 0.774 0.2124
H -1.047 -3.095 2.044 0.2082
H -0.682 -0.648 2.078 0.2021
H -1.865 2.994 0.371 0.1936
H -3.466 2.271 0.037 0.1963
H -2.023 2.628 -2.017 0.2030
H -2.540 0.935 -1.803 0.2392
H 0.114 1.914 -1.001 0.4252
H 1.072 -1.466 -0.804 0.2311
H 1.598 -0.653 -2.268 0.2397
H 2.172 1.397 -0.986 0.2346
H 1.553 -0.014 1.521 0.3987
H 0.758 3.123 2.947 0.2420
H -0.373 1.790 2.712 0.2592
H 1.271 1.456 3.297 0.2145
H 2.745 -1.857 0.845 0.2021
H 4.960 -2.877 1.062 0.2146
H 6.921 -1.829 -0.008 0.2153
H 6.644 0.260 -1.293 0.2154
H 4.424 1.295 -1.499 0.2131
```

# 9
This record from the Open Molecules 2025 dataset describes a 2-piece molecular cluster, C5H8N2O2S overall at a distorted geometry. The level of theory is the ωB97M-V functional and the def2-TZVPD basis.

Computed properties:
* lowest unoccupied orbital energy (alpha / beta): -0.65 / -0.64 eV
* HOMO energy (alpha / beta): -8.52 / -8.52 eV
* HOMO-LUMO gap (alpha / beta): 7.8775 / 7.8795 eV
* energy relative to the best compared isomer or geometry (same formula, charge and spin): 93.7 kcal per mole

```
18
Properties=species:S:1:pos:R:3:nbo_charge:R:1
C -3.210 0.673 0.023 0.5107
C -3.275 -0.553 -0.636 -0.5983
C 2.244 -1.308 0.276 -0.6181
C 2.481 0.260 0.328 -0.5126
C 1.462 0.964 -0.503 0.4654
N -1.908 0.802 0.516 -0.3468
N -1.013 -0.185 0.230 -0.4295
O -4.019 1.553 0.225 -0.6493
O 0.623 1.727 -0.053 -0.5463
S -1.754 -1.368 -0.579 0.8029
H 2.618 -1.849 1.284 0.2308
H 1.105 -1.421 0.269 0.2214
H 2.856 -1.593 -0.590 0.2160
H 3.494 0.317 -0.188 0.2141
H 2.578 0.665 1.332 0.2267
H -4.168 -1.039 -1.113 0.2618
H 1.499 0.587 -1.500 0.1053
H -1.615 1.766 0.679 0.4458
```

Number 1: DFT total energy -383.459014 a.u.. Number 2: DFT total energy -404.333848 a.u.. Number 3: DFT total energy -303.470383 a.u.. Number 4: DFT total energy -329.801623 a.u.. Number 5: DFT total energy -1357.277002 a.u.. Number 6: DFT total energy -270.436559 a.u.. Number 7: DFT total energy -773.372303 a.u.. Number 8: DFT total energy -1187.018134 a.u.. Number 9: DFT total energy -853.393999 a.u..